[1]
The following is a quantum chemistry calculation of a 4-piece molecular cluster, C41H59Cl2F3INO2P overall, from OMol25.

Multiplicity: 1
Net charge: +1
Lowest unoccupied orbital energy in eV: -4.03

```
110
Properties=species:S:1:pos:R:3:forces:R:3:mulliken_charge:R:1
C 1.279155 -3.476870 3.235347 0.111 -0.008 -0.027 -1.57
C 1.778021 -2.615935 2.077579 -0.159 -0.029 -0.013 0.13
C 1.661674 -1.125247 2.408050 -0.217 -0.075 0.009 -1.06
I 3.312009 -0.409551 3.570838 -0.122 0.057 0.100 0.25
C 1.480176 -0.172683 1.275466 0.003 -0.018 0.027 -1.33
N 0.813705 0.916520 1.449552 0.066 -0.193 -0.040 0.25
C 0.519597 1.680177 0.203846 0.067 -0.225 -0.073 0.61
C -0.845132 2.338564 0.340317 0.075 0.038 -0.025 -1.40
C -1.010549 3.681725 -0.374277 0.110 -0.015 0.067 -0.64
C -2.364248 4.341359 -0.046709 -0.045 -0.055 0.006 -1.25
C -3.538615 3.350467 0.058574 -0.270 0.060 -0.045 0.64
C -4.447390 3.544166 1.284333 0.054 -0.032 -0.072 -1.07
C -5.051711 2.220256 1.760170 0.026 0.173 0.147 -0.12
C -6.263947 1.696259 0.996355 0.153 0.049 -0.143 -0.56
C -6.497140 0.221132 1.333537 0.006 0.004 -0.093 -1.15
C -5.469983 -0.715967 0.678501 -0.082 0.105 0.009 1.04
C -5.715042 -0.985148 -0.809788 0.002 0.106 -0.036 -0.54
C -7.025978 -1.698734 -1.158968 0.069 -0.090 0.059 -0.78
C -7.272554 -3.026684 -0.418331 0.026 0.001 -0.057 -0.55
O -7.431761 -4.128677 -1.293231 0.008 -0.074 0.059 -0.48
C -6.226610 -4.645519 -1.820892 0.012 0.030 -0.072 -0.52
C 0.660580 0.499249 -0.797948 0.262 0.205 0.466 0.44
P 0.745863 0.914569 -2.609955 0.015 -0.131 -0.252 0.51
O 0.688438 -0.596645 -3.230026 0.327 -0.109 0.272 -0.51
Cl -1.244594 1.418823 -2.878783 -0.137 -0.044 0.121 -0.27
C 1.916890 -0.216163 -0.172790 -0.003 0.426 -0.172 1.54
C 2.508185 -1.482849 -0.785975 -0.092 -0.103 0.101 -0.65
C 3.365012 -1.189490 -2.036553 -0.004 0.046 0.060 -0.01
C 4.872156 -1.402333 -1.845448 0.004 -0.139 -0.062 -0.71
Cl 5.793683 0.122592 -2.006833 -0.011 0.100 0.043 -0.20
H 0.262755 -3.191489 3.517348 0.128 -0.006 0.043 0.30
H 1.250190 -4.523633 2.932040 0.034 0.024 0.022 0.41
H 1.930293 -3.400999 4.107631 -0.037 0.054 -0.005 0.42
H 1.157667 -2.820172 1.197769 -0.001 0.014 0.030 -0.25
H 2.806744 -2.878427 1.827399 -0.059 0.002 -0.013 0.48
H 0.796838 -0.995169 3.063712 0.060 0.075 -0.025 0.75
H 0.475623 1.206062 2.361037 -0.073 0.051 -0.060 0.47
H 1.328908 2.407494 0.054716 -0.061 0.023 0.030 0.67
H -1.578836 1.611607 -0.007346 0.100 0.065 0.069 -0.09
H -1.055933 2.499446 1.406790 0.019 -0.022 -0.055 0.46
H -0.198386 4.346383 -0.058606 -0.073 -0.013 -0.038 0.35
H -0.894281 3.552539 -1.449633 -0.029 -0.010 0.045 0.36
H -2.574869 5.096334 -0.806960 0.044 0.021 0.088 0.36
H -2.270214 4.882472 0.900820 0.018 -0.079 -0.028 0.45
H -4.147723 3.382326 -0.848853 0.086 -0.006 -0.018 0.55
H -3.154804 2.331346 0.116238 -0.226 0.114 -0.057 -0.46
H -3.861211 3.959813 2.111548 0.033 0.002 -0.099 0.51
H -5.224793 4.281705 1.059939 -0.012 -0.052 0.101 0.27
H -4.256967 1.465852 1.707274 -0.022 0.083 0.177 -0.29
H -5.329576 2.311003 2.815949 0.003 -0.053 -0.045 0.38
H -7.134326 2.305832 1.256739 -0.007 -0.101 -0.044 0.37
H -6.114076 1.815393 -0.083423 -0.009 -0.009 0.040 0.23
H -6.433435 0.117387 2.421746 -0.079 -0.065 -0.031 0.39
H -7.505846 -0.086112 1.043478 0.031 0.023 0.064 0.45
H -4.473627 -0.270443 0.769564 -0.049 -0.103 0.057 -1.06
H -5.437420 -1.651878 1.243997 0.017 -0.019 -0.087 0.54
H -4.869415 -1.554617 -1.215515 -0.038 -0.036 0.081 0.27
H -5.699419 -0.022301 -1.334354 0.023 -0.089 -0.042 0.22
H -7.865277 -1.018613 -0.993842 0.015 -0.061 -0.033 0.32
H -7.024675 -1.939386 -2.225742 -0.054 0.129 0.031 0.49
H -8.197058 -2.986682 0.159935 0.074 0.021 0.007 0.28
H -6.449803 -3.240211 0.277127 -0.069 0.009 0.016 0.43
H -5.351348 -4.125949 -1.414467 -0.021 -0.031 -0.013 0.08
H -6.212345 -4.544621 -2.910536 0.005 0.022 0.059 0.28
H -6.147329 -5.707904 -1.572322 -0.013 0.058 -0.009 0.29
H -0.207885 -0.146744 -0.598732 0.759 0.618 -0.249 -1.34
H 0.417683 -1.299142 -2.624270 -0.193 0.084 -0.141 0.41
H 2.720174 0.544164 -0.194127 0.037 -0.094 0.000 0.44
H 1.722399 -2.211964 -1.008488 0.028 0.061 0.034 -0.07
H 3.141269 -1.953408 -0.030867 -0.044 0.006 -0.085 0.25
H 3.026031 -1.804115 -2.868855 0.007 0.026 0.022 0.52
H 3.215586 -0.153495 -2.349460 -0.007 -0.090 -0.086 -0.35
H 5.120219 -1.810999 -0.865698 -0.014 0.022 -0.048 0.36
H 5.270781 -2.069145 -2.606254 0.011 0.021 0.069 0.39
F 7.112967 -1.439999 4.782339 -0.032 -0.002 0.039 -0.29
C 7.683095 -1.199448 3.582166 0.041 0.008 -0.055 0.50
C 6.870537 -0.818050 2.534554 0.003 0.003 -0.004 0.16
C 7.450373 -0.565850 1.299748 -0.017 -0.045 0.021 -0.14
C 8.820877 -0.701880 1.129237 -0.005 -0.004 -0.001 -0.67
C 9.613414 -1.088194 2.202229 -0.013 0.001 -0.008 -0.25
C 9.048408 -1.340692 3.445216 0.019 -0.006 0.013 -0.56
H 5.804900 -0.721579 2.691494 0.258 -0.037 -0.084 -0.35
H 6.822430 -0.264252 0.471612 0.058 0.045 -0.016 0.34
H 9.269746 -0.505325 0.165064 0.003 0.000 0.001 0.41
H 10.682227 -1.195054 2.074423 0.003 0.005 0.004 0.38
H 9.647548 -1.638910 4.294342 -0.004 -0.005 0.003 0.44
F -2.064186 -0.515572 1.509918 0.121 -0.083 -0.043 -0.52
C -1.790217 -1.764440 1.052588 -0.072 0.105 0.097 0.91
C -1.919136 -2.831546 1.917224 0.040 0.010 0.007 -0.92
C -1.621577 -4.101572 1.440931 -0.053 0.009 -0.037 -0.65
C -1.214062 -4.284894 0.126075 0.047 -0.014 -0.007 -0.90
C -1.108619 -3.192012 -0.723981 0.000 0.049 0.051 -1.09
C -1.398450 -1.913481 -0.262819 -0.293 -0.303 -0.082 0.48
H -2.250422 -2.666687 2.933904 -0.030 0.014 -0.008 0.62
H -1.721788 -4.953093 2.100537 0.002 -0.003 0.001 0.59
H -0.996998 -5.279054 -0.239535 0.001 -0.001 -0.004 0.54
H -0.818627 -3.333261 -1.757411 -0.031 -0.056 -0.050 0.64
H -1.361643 -1.053139 -0.916673 -0.591 -0.416 -0.064 0.97
F 2.228483 3.898581 -2.275575 -0.067 -0.002 0.113 0.08
C 3.352882 4.314460 -2.917698 0.052 -0.023 -0.031 0.41
C 3.530687 5.664122 -3.132892 -0.023 0.016 0.005 -0.75
C 4.684838 6.074665 -3.785658 0.018 -0.010 -0.005 -0.39
C 5.625198 5.144014 -4.205934 -0.007 0.000 0.006 -0.67
C 5.414042 3.792049 -3.973818 0.001 0.008 -0.001 -0.43
C 4.266106 3.363479 -3.322014 -0.022 -0.014 0.016 0.00
H 2.782198 6.369561 -2.799095 -0.002 -0.005 0.004 0.42
H 4.847647 7.128779 -3.965238 -0.004 0.002 -0.004 0.37
H 6.520844 5.472488 -4.714844 0.001 0.000 -0.001 0.38
H 6.143461 3.063522 -4.302317 0.002 -0.007 0.003 0.40
H 4.080645 2.315364 -3.128504 -0.001 0.014 -0.011 0.20
```
Positions in Å, forces in eV/Å.

***

[2]
The following is a quantum chemistry calculation of C41H59F2N4P2SSi2W as an isolated structure, from OMol25.

Multiplicity: 3
Net charge: +1
Lowest unoccupied orbital energy (alpha / beta) in eV: -2.31 / -2.36

```
112
Properties=species:S:1:pos:R:3:forces:R:3:lowdin_spin:R:1
W 0.084377 0.783492 -0.635259 -0.006 0.175 -0.079 1.58
C -1.077798 3.837398 3.184975 -0.011 -0.012 -0.046 0.00
Si -0.520662 3.571793 1.423142 0.046 -0.099 -0.090 0.00
C -1.702834 4.464486 0.266661 0.002 -0.022 0.043 0.00
C 1.232825 4.188802 1.240784 -0.015 -0.055 -0.068 0.00
N -0.530445 1.838209 1.008768 0.107 -0.067 -0.028 0.02
P -0.752456 0.475837 1.944765 -0.016 0.034 0.001 0.03
C -0.294317 -0.711669 0.856949 0.044 0.036 -0.020 0.09
P -0.864068 -1.717021 -0.346199 -0.117 -0.016 -0.116 0.03
N -0.934515 -0.636108 -1.633325 -0.086 0.030 0.156 0.03
Si -1.996174 -0.541731 -3.056450 0.034 -0.027 0.069 0.01
C -3.288453 0.766948 -2.720561 0.044 -0.059 -0.026 0.00
C -2.782515 -2.208654 -3.379614 0.039 0.088 0.003 0.00
C -0.955485 -0.037240 -4.522923 0.003 -0.039 0.025 0.00
C 0.346729 -2.975557 -0.765542 -0.023 -0.065 0.096 0.00
C 0.717215 -3.221188 -2.081330 0.000 0.000 -0.090 0.00
C 1.661578 -4.198210 -2.365882 -0.001 -0.003 -0.003 0.00
C 2.234446 -4.929282 -1.336707 -0.027 0.013 0.040 0.00
C 1.870359 -4.681750 -0.017696 0.028 -0.025 -0.050 0.00
C 0.932157 -3.705332 0.268005 0.005 0.009 0.021 0.00
C -2.437909 -2.558457 -0.098004 -0.002 0.058 -0.039 0.01
C -2.575946 -3.934366 -0.249338 0.049 -0.055 -0.026 0.00
C -3.821882 -4.526392 -0.099233 -0.026 0.004 0.008 0.00
C -4.931058 -3.747532 0.196675 0.018 0.020 0.011 0.00
C -4.796912 -2.372996 0.358806 -0.012 -0.075 -0.018 0.00
C -3.553348 -1.783351 0.216760 -0.028 0.071 -0.042 0.00
C 0.297257 0.503522 3.405320 -0.032 0.008 0.045 0.00
C -0.174356 0.890379 4.657162 -0.018 0.005 0.022 0.00
C 0.687806 0.928075 5.743016 0.025 -0.006 -0.010 0.00
C 2.022003 0.583561 5.579711 -0.010 0.003 0.006 0.00
C 2.495038 0.191518 4.334061 -0.008 -0.006 -0.017 0.00
C 1.634884 0.142585 3.248840 0.048 0.005 -0.011 0.00
C -2.453533 0.401873 2.529505 -0.017 0.027 0.031 0.01
C -2.840984 -0.658382 3.348064 0.010 -0.012 0.022 0.00
C -4.171283 -0.813215 3.701659 0.008 0.031 -0.005 0.00
C -5.121301 0.090028 3.240399 0.008 -0.008 0.012 0.00
C -4.741168 1.146915 2.425248 -0.020 -0.022 0.012 0.00
C -3.409134 1.301429 2.067424 0.004 0.031 -0.022 0.00
H -1.114144 4.917356 3.352736 -0.016 0.010 0.007 0.00
H -2.075769 3.440895 3.383594 0.015 0.005 0.003 0.00
H -0.385141 3.417466 3.913348 0.023 -0.002 -0.008 0.00
H -2.344395 5.137945 0.838768 -0.009 0.020 -0.006 0.00
H -1.169547 5.056983 -0.477729 0.014 0.012 0.021 0.00
H -2.348573 3.772450 -0.278695 0.001 -0.017 0.013 0.00
H 1.298347 5.265573 1.411768 -0.027 0.018 0.032 0.00
H 1.885207 3.693267 1.963837 0.004 -0.005 0.012 0.00
H 1.620502 3.991742 0.237524 -0.028 0.004 0.037 0.00
H -3.918175 0.493731 -1.871308 -0.003 -0.017 0.019 0.00
H -2.817370 1.729980 -2.506164 0.014 -0.011 -0.003 0.00
H -3.940211 0.901196 -3.586995 -0.005 -0.003 -0.007 0.00
H -3.592354 -2.423008 -2.681988 -0.013 -0.011 0.034 0.00
H -3.203391 -2.210182 -4.388220 -0.002 0.011 -0.004 0.00
H -2.064615 -3.030142 -3.324004 -0.002 0.012 -0.004 0.00
H -0.618699 0.993841 -4.416129 0.015 0.023 0.001 0.00
H -0.076786 -0.677182 -4.642575 -0.026 0.007 0.008 0.00
H -1.543203 -0.100485 -5.441175 -0.016 -0.011 -0.010 0.00
H 0.286078 -2.637940 -2.886790 0.015 -0.018 0.038 0.00
H 1.953888 -4.383379 -3.390977 0.000 0.001 -0.005 0.00
H 2.972697 -5.688190 -1.559130 0.005 -0.003 -0.002 0.00
H 2.327574 -5.243813 0.785635 -0.001 0.001 0.003 0.00
H 0.669050 -3.490526 1.297297 -0.019 0.019 -0.008 0.00
H -1.715404 -4.543875 -0.494720 -0.006 -0.001 -0.002 0.00
H -3.927484 -5.596207 -0.219394 0.006 -0.005 -0.004 0.00
H -5.902386 -4.211849 0.305340 -0.004 -0.002 0.000 0.00
H -5.659941 -1.765396 0.597282 0.005 0.011 0.002 0.00
H -3.450409 -0.713197 0.348488 -0.008 -0.003 -0.038 0.00
H -1.213972 1.161323 4.791525 -0.003 0.001 -0.015 0.00
H 0.316676 1.223642 6.715024 -0.001 0.003 0.010 0.00
H 2.694146 0.611192 6.427258 -0.001 0.004 0.006 0.00
H 3.532623 -0.088607 4.210409 0.006 0.000 0.001 0.00
H 1.991811 -0.192210 2.281502 -0.019 0.002 0.011 0.00
H -2.102578 -1.367230 3.705564 0.008 -0.004 -0.010 0.00
H -4.467860 -1.638377 4.335059 -0.005 -0.005 0.003 0.00
H -6.159741 -0.029685 3.520506 -0.004 0.000 0.000 0.00
H -5.481017 1.852020 2.069619 0.001 0.004 -0.004 0.00
H -3.116608 2.118509 1.418309 -0.003 -0.022 0.003 0.00
C 3.992281 4.163250 -6.999736 -0.020 0.042 -0.021 0.00
C 4.688277 3.064685 -6.203882 0.031 -0.023 -0.004 0.00
C 3.982707 2.751091 -4.887283 -0.002 0.037 0.030 0.00
C 2.671187 1.992870 -5.092104 -0.013 -0.042 -0.026 0.00
N 1.831510 1.972922 -3.902436 -0.053 -0.055 0.023 0.01
C 1.049009 2.967409 -3.511322 -0.012 0.238 0.136 0.03
S 0.083780 2.886221 -2.076728 -0.083 -0.168 -0.118 0.07
N 1.024119 4.083055 -4.239838 0.045 -0.055 -0.076 0.01
C 0.244921 5.296344 -3.996617 -0.012 -0.023 0.021 0.00
C 1.118713 6.512427 -3.713470 -0.027 0.031 0.006 0.00
C 1.740499 6.566082 -2.318298 -0.007 0.012 0.007 0.00
C 2.846212 5.549098 -2.055012 0.058 -0.001 0.009 0.00
H 4.533865 4.397443 -7.915256 0.012 -0.012 -0.001 0.00
H 3.931202 5.084944 -6.414727 0.003 0.000 0.009 0.00
H 2.979254 3.884155 -7.299538 -0.007 -0.013 0.004 0.00
H 5.712923 3.372164 -5.989900 -0.002 0.005 0.006 0.00
H 4.766045 2.154974 -6.806516 -0.008 -0.001 -0.003 0.00
H 3.789259 3.685530 -4.348543 -0.011 -0.020 -0.019 0.00
H 4.623325 2.156056 -4.233591 0.008 -0.012 -0.012 0.00
H 2.875345 0.954208 -5.351656 0.010 0.010 0.009 0.00
H 2.089755 2.398035 -5.925173 0.025 0.010 0.001 0.00
H 1.862271 1.153231 -3.313768 0.019 -0.005 -0.002 0.00
H 1.672123 4.136129 -5.012297 -0.037 0.004 -0.010 0.00
H -0.424208 5.100447 -3.162142 -0.015 0.018 -0.008 0.00
H -0.374130 5.469771 -4.878967 0.027 0.015 -0.004 0.00
H 0.486457 7.392467 -3.853165 -0.003 -0.002 0.014 0.00
H 1.903248 6.587106 -4.475490 0.005 -0.020 -0.008 0.00
H 0.947901 6.453049 -1.571189 0.001 -0.021 0.001 0.00
H 2.147897 7.568977 -2.173385 0.003 -0.002 -0.004 0.00
H 2.467703 4.527926 -2.001013 0.003 0.010 -0.004 0.00
H 3.340847 5.756779 -1.105900 0.000 0.009 0.009 0.00
H 3.610417 5.589615 -2.835665 -0.003 0.016 -0.006 0.00
F 2.486634 -0.098768 -2.140642 -0.102 -0.022 -0.018 0.01
C 2.214670 0.435191 -0.864354 0.235 0.019 0.073 0.02
F 2.721795 -0.497994 0.002252 0.034 0.056 0.007 0.01
H 2.859128 1.321485 -0.774785 -0.060 -0.037 0.018 0.00
```
Positions in Å, forces in eV/Å.

***

What strongest force on any atom values result from the calculations? In sequence: 1.0, 0.3 eV/A.